{"formula": "C27H33N5O4PSeTi", "method": "ωB97M-V/def2-TZVPD", "s_squared": 2.024, "gap_ev": [5.335, 6.652], "spin_multiplicity": 3, "homo_energy_ev": [-2.6698, -4.0197], "charge": -1, "symbols": ["Ti", "O", "C", "O", "C", "P", "C", "C", "C", "C", "C", "C", "C", "C", "C", "C", "C", "C", "H", "H", "H", "H", "H", "H", "H", "H", "H", "H", "H", "H", "C", "N", "C", "C", "C", "N", "C", "O", "N", "H", "H", "H", "H", "H", "H", "H", "C", "N", "C", "C", "N", "C", "C", "Se", "H", "H", "H", "H", "H", "H", "H", "H", "C", "O", "C", "C", "H", "H", "H", "H", "H", "H"], "coordinates": [[-0.4457, -0.6255, -0.3775], [2.4003, -2.1754, 2.0457], [2.0598, -1.1235, 1.5554], [1.1134, -0.9972, 0.6587], [2.7648, 0.1867, 1.9368], [2.1012, 1.5517, 0.9038], [3.0664, 3.0292, 1.4616], [2.7876, 4.2317, 0.8006], [3.4455, 5.4018, 1.1433], [4.3866, 5.4007, 2.1703], [4.6586, 4.2217, 2.8452], [4.0021, 3.0451, 2.4919], [3.1146, 1.3280, -0.6454], [2.5000, 1.4442, -1.8871], [3.2458, 1.3442, -3.0613], [4.6105, 1.1191, -3.0043], [5.2404, 1.0247, -1.7642], [4.4981, 1.1423, -0.6004], [3.8374, 0.0156, 1.8490], [2.5357, 0.3974, 2.9836], [2.0402, 4.2374, 0.0134], [3.2213, 6.3208, 0.6147], [4.8995, 6.3153, 2.4419], [5.3881, 4.2125, 3.6467], [4.2281, 2.1316, 3.0307], [1.4299, 1.6302, -1.9356], [2.7431, 1.4352, -4.0171], [5.1896, 1.0272, -3.9160], [6.3117, 0.8718, -1.7083], [5.0098, 1.1105, 0.3554], [-2.1483, -1.9228, -4.3686], [-0.7923, -1.9218, -3.8733], [0.2856, -2.0078, -4.7880], [1.5901, -1.9911, -4.2701], [1.7845, -1.8483, -2.9242], [0.7052, -1.7053, -2.0711], [-0.5128, -1.7725, -2.5687], [-1.4758, -1.6972, -1.6954], [3.0067, -1.9733, -2.2687], [-2.3560, -2.8533, -4.9037], [-2.3016, -1.0818, -5.0495], [-2.8262, -1.8286, -3.5268], [0.0263, -2.0855, -5.8299], [2.4343, -2.0963, -4.9388], [3.7818, -1.5435, -2.7537], [2.9489, -1.6430, -1.3142], [-4.8144, 2.4143, 0.8908], [-4.7925, 1.7799, -0.4125], [-4.7996, 0.4044, -0.5937], [-4.6145, 0.2051, -1.9092], [-4.5029, 1.4663, -2.4793], [-4.0720, 1.6904, -3.8438], [-4.5971, 2.4692, -1.5664], [-1.1174, 1.4802, -1.1247], [-5.7777, 2.2722, 1.3834], [-4.6321, 3.4744, 0.7429], [-4.0224, 2.0022, 1.5166], [-4.9324, -0.2893, 0.2192], [-4.5740, -0.7048, -2.4833], [-4.7633, 1.2321, -4.5536], [-3.0687, 1.2848, -3.9847], [-4.0376, 2.7640, -4.0041], [-3.1184, -2.4800, 0.7032], [-2.7667, -1.4153, 1.5810], [-1.6855, -0.6878, 1.2347], [-1.4188, 0.3093, 2.3252], [-2.3502, -3.2550, 0.7205], [-3.2364, -2.1173, -0.3147], [-4.0582, -2.8876, 1.0725], [-2.3033, 0.4290, 2.9580], [-1.1277, 1.2713, 1.9027], [-0.5937, -0.0408, 2.9579]], "atomic_forces_ev_per_a": [[-0.51, 0.77, -0.43], [0.11, -0.20, 0.17], [-0.39, 0.25, -0.43], [1.02, 0.12, 0.69], [-0.12, -0.07, -0.11], [0.38, 0.59, -0.33], [-0.03, -0.07, 0.20], [0.02, -0.05, 0.07], [0.03, -0.05, 0.04], [-0.04, -0.02, -0.06], [-0.04, -0.03, -0.03], [0.02, 0.00, 0.04], [-0.09, -0.01, 0.07], [-0.04, 0.10, -0.11], [-0.10, 0.00, 0.08], [0.05, 0.00, 0.07], [-0.05, -0.01, -0.05], [0.02, -0.09, 0.01], [0.05, 0.03, 0.10], [0.04, -0.04, 0.04], [0.02, 0.01, 0.00], [0.00, -0.02, 0.01], [-0.01, -0.01, -0.01], [-0.02, -0.01, 0.00], [0.02, 0.02, -0.02], [0.05, -0.11, 0.01], [0.01, -0.02, 0.02], [0.00, 0.02, 0.00], [0.00, 0.00, 0.00], [-0.01, -0.03, 0.00], [0.00, -0.01, 0.04], [0.15, 0.01, -0.32], [0.18, 0.05, 0.09], [-0.20, 0.07, -0.27], [0.06, -0.03, 0.30], [-0.24, 0.07, 0.04], [-0.54, -0.46, 0.41], [0.07, -0.33, -0.59], [0.02, 0.13, -0.10], [0.02, 0.00, -0.01], [0.01, 0.00, -0.01], [0.01, 0.01, 0.00], [0.00, 0.02, 0.01], [-0.02, -0.07, 0.00], [-0.02, 0.00, 0.02], [-0.02, 0.01, -0.01], [0.01, -0.08, -0.13], [0.01, -0.01, 0.19], [-0.10, 0.20, 0.11], [-0.07, 0.15, -0.18], [0.04, -0.12, -0.09], [-0.04, -0.03, 0.12], [0.05, -0.13, 0.02], [0.45, -0.43, 0.24], [-0.03, -0.01, 0.01], [-0.02, 0.01, -0.02], [0.02, 0.00, 0.00], [0.06, 0.02, -0.01], [0.09, 0.03, 0.02], [-0.01, -0.02, -0.01], [0.01, 0.00, 0.01], [-0.03, 0.01, 0.00], [-0.04, 0.02, 0.06], [0.00, -0.12, 0.00], [-0.37, -0.10, 0.07], [0.04, -0.01, 0.01], [0.05, 0.00, -0.02], [-0.01, 0.03, -0.03], [0.00, -0.01, 0.02], [-0.01, 0.02, -0.01], [0.04, 0.01, 0.00], [0.00, -0.01, 0.00]], "mulliken_charge": [-0.16, -0.69, -0.06, 0.18, -0.55, 0.50, 0.36, -0.63, -0.59, -0.42, -0.64, -0.22, 0.63, -0.15, -0.53, -0.67, -0.62, -0.59, 0.43, 0.58, 0.40, 0.38, 0.36, 0.38, 0.27, 0.11, 0.45, 0.34, 0.38, 0.29, -1.03, 0.28, -0.54, -0.89, 0.42, -0.23, 0.59, -0.44, -0.60, 0.36, 0.38, 0.10, 0.49, 0.36, 0.27, 0.25, -0.84, 0.44, -0.85, -0.60, 0.43, -0.88, -0.64, -0.60, 0.35, 0.34, 0.19, 0.62, 0.52, 0.34, 0.21, 0.33, -0.63, -0.38, 1.15, -1.37, 0.38, 0.09, 0.23, 0.36, 0.29, 0.25]}

---

{"formula": "C27H33N7O4PdS", "method": "ωB97M-V/def2-TZVPD", "s_squared": 2.005, "gap_ev": [9.079, 7.449], "spin_multiplicity": 3, "homo_energy_ev": [-14.2783, -14.6401], "charge": 2, "symbols": ["Pd", "C", "C", "C", "C", "C", "C", "C", "N", "N", "C", "C", "C", "C", "C", "C", "N", "C", "C", "C", "C", "C", "C", "N", "H", "H", "H", "H", "H", "H", "H", "H", "H", "H", "H", "H", "H", "H", "H", "H", "H", "H", "H", "H", "C", "C", "S", "O", "O", "C", "C", "N", "C", "N", "C", "C", "N", "O", "O", "C", "H", "H", "H", "H", "H", "H", "H", "H", "H", "H", "H", "H", "H"], "coordinates": [[-0.0367, -0.1878, -0.0832], [-0.7813, 0.7682, 2.7326], [-2.2439, 0.7214, 2.3170], [-2.5790, 1.3423, 0.9801], [-3.8252, 1.9309, 0.8072], [-4.1225, 2.5826, -0.3741], [-3.1472, 2.6597, -1.3576], [-1.9414, 2.0360, -1.1294], [-1.6596, 1.3647, 0.0017], [0.0474, -0.2983, 2.1291], [1.4715, -0.1143, 2.4669], [2.3548, -0.9445, 1.5594], [3.6669, -1.2354, 1.8975], [4.4194, -2.0183, 1.0391], [3.8363, -2.5043, -0.1247], [2.5283, -2.1616, -0.3963], [1.8036, -1.3896, 0.4246], [-0.3967, -1.6479, 2.5463], [-1.3123, -2.3296, 1.5622], [-2.1051, -3.3979, 1.9510], [-2.8698, -4.0516, 1.0011], [-2.8231, -3.6212, -0.3173], [-2.0202, -2.5450, -0.6294], [-1.2841, -1.9110, 0.2928], [-0.3439, 1.7253, 2.4436], [-0.7138, 0.6901, 3.8235], [-2.6417, -0.2964, 2.3667], [-2.8039, 1.2770, 3.0708], [-4.5454, 1.8927, 1.6130], [-5.0894, 3.0455, -0.5165], [-3.3156, 3.1897, -2.2837], [-1.1546, 2.0660, -1.8691], [1.7197, 0.9455, 2.3746], [1.6579, -0.3920, 3.5106], [4.0839, -0.8648, 2.8245], [5.4450, -2.2609, 1.2818], [4.3836, -3.1410, -0.8046], [2.0237, -2.5135, -1.2882], [0.4864, -2.2798, 2.6589], [-0.8730, -1.5980, 3.5300], [-2.1165, -3.7115, 2.9864], [-3.4947, -4.8874, 1.2850], [-3.3997, -4.1066, -1.0911], [-1.9498, -2.1743, -1.6417], [5.1948, 3.6468, -6.4338], [3.9290, 3.4834, -7.2596], [3.1969, 1.8783, -7.1639], [2.0473, 1.8489, -8.0262], [4.2206, 0.8705, -7.2660], [2.5589, 1.7368, -5.4884], [2.0147, 0.3120, -5.4039], [1.0391, 0.1053, -4.3075], [1.2781, 0.2696, -2.9901], [0.1955, -0.0250, -2.2677], [-0.7894, -0.3588, -3.1583], [-0.2746, -0.3017, -4.4068], [-1.0023, -0.6520, -5.6132], [-0.3915, -0.7783, -6.6483], [-2.1915, -0.8179, -5.4536], [2.5757, 0.7385, -2.4390], [5.6824, 4.5807, -6.7071], [5.8885, 2.8305, -6.6238], [4.9828, 3.6899, -5.3647], [4.1213, 3.5873, -8.3300], [3.1406, 4.1912, -6.9991], [1.7673, 2.4782, -5.3764], [3.3767, 1.9399, -4.8011], [2.8115, -0.4221, -5.2970], [1.4818, 0.0833, -6.3223], [-1.7984, -0.6037, -2.8790], [3.4095, 0.1510, -2.8252], [2.5641, 0.6488, -1.3554], [2.7525, 1.7837, -2.6892]], "atomic_forces_ev_per_a": [[0.04, 0.01, 0.22], [0.05, -0.03, 0.03], [-0.09, 0.00, 0.01], [0.11, 0.04, 0.04], [0.03, 0.04, 0.03], [-0.01, 0.02, -0.02], [0.00, 0.02, 0.01], [0.04, -0.03, 0.06], [-0.16, -0.10, -0.13], [0.01, 0.03, 0.06], [-0.01, -0.01, 0.02], [-0.02, -0.04, 0.06], [-0.05, -0.05, 0.03], [0.02, -0.02, -0.02], [0.01, -0.01, 0.04], [-0.09, 0.00, 0.01], [0.19, 0.22, -0.20], [-0.01, 0.00, 0.02], [0.03, 0.03, -0.03], [0.01, 0.02, 0.01], [-0.01, -0.01, -0.01], [-0.02, -0.01, -0.01], [0.01, 0.02, 0.07], [-0.10, -0.08, -0.07], [-0.02, 0.00, 0.01], [-0.01, 0.00, -0.01], [0.04, 0.00, -0.01], [-0.01, -0.02, -0.01], [-0.01, 0.00, 0.01], [-0.01, 0.00, 0.00], [0.00, 0.00, -0.01], [-0.01, -0.02, -0.03], [-0.02, -0.01, -0.07], [0.01, 0.04, 0.00], [0.00, 0.00, 0.01], [0.01, 0.00, 0.00], [0.00, 0.00, -0.01], [0.01, 0.03, -0.01], [-0.01, -0.01, 0.00], [0.01, -0.01, -0.01], [0.00, 0.00, 0.01], [0.00, -0.01, 0.00], [0.00, 0.00, -0.01], [-0.01, -0.05, 0.04], [-0.01, 0.00, 0.01], [0.02, 0.13, 0.03], [0.03, -0.14, -0.15], [0.06, -0.03, 0.05], [-0.06, 0.05, 0.00], [-0.08, -0.02, 0.03], [-0.10, -0.04, 0.03], [0.03, 0.04, -0.03], [0.03, -0.10, -0.01], [0.04, 0.07, -0.17], [0.03, -0.05, 0.11], [-0.05, 0.08, -0.13], [0.00, -0.01, 0.04], [0.02, 0.01, -0.03], [-0.04, 0.01, 0.01], [0.01, -0.05, 0.04], [0.00, 0.01, 0.01], [0.01, -0.01, -0.02], [-0.01, -0.02, 0.00], [0.01, -0.01, -0.01], [0.02, 0.03, -0.03], [-0.02, 0.00, 0.02], [0.01, -0.01, 0.02], [0.05, 0.07, 0.05], [0.05, -0.03, 0.03], [0.02, 0.04, -0.03], [0.01, 0.01, -0.02], [0.00, -0.03, 0.05], [-0.01, 0.01, 0.02]], "mulliken_charge": [0.21, -1.19, -0.77, 0.59, -0.89, -0.44, -0.87, -0.36, 0.39, 0.59, -0.85, 0.55, -1.02, -0.47, -0.87, -0.65, 0.78, -1.22, 0.42, -1.18, -0.38, -1.02, -0.29, 0.96, 0.48, 0.44, 0.36, 0.60, 0.44, 0.44, 0.46, 0.57, 0.45, 0.52, 0.54, 0.45, 0.49, 0.50, 0.55, 0.47, 0.52, 0.45, 0.51, 0.33, -1.09, -0.53, 1.29, -0.66, -0.67, -0.53, -1.40, 0.34, 0.47, 0.78, -1.00, -0.34, 1.04, -0.60, -0.60, -1.53, 0.38, 0.33, 0.26, 0.44, 0.39, 0.48, 0.37, 0.26, 0.67, 0.91, 0.42, 0.16, 0.39]}

---

Which ΔE to the lowest compared entry with this formula, charge and spin belongs to each record? In order, 0.0 7.8 kcal/mol.
Which energy belongs to each record? In order, -5215.716341 -2258.403680 Eh.